(1)
Molecular formula: C68H187N17O17
Method: DFT, ωB97M-V with the def2-TZVPD basis set

Positions of all 289 atoms, in Å:
1 C -3.914 4.063 2.023
2 C -4.871 3.256 2.942
3 C -6.338 3.235 2.408
4 O -7.223 2.524 3.246
5 C -7.575 3.106 4.518
6 N -4.383 1.884 3.077
7 H -4.134 5.123 2.152
8 H -3.959 3.977 0.937
9 H -2.874 3.863 2.279
10 H -4.799 3.717 3.926
11 H -6.355 2.925 1.363
12 H -6.773 4.232 2.329
13 H -8.591 2.886 4.846
14 H -7.619 4.173 4.297
15 H -6.836 2.922 5.298
16 H -4.271 1.422 2.186
17 H -5.017 1.262 3.557
18 C 5.327 0.765 -2.828
19 C 6.145 -0.208 -2.027
20 C 7.666 -0.414 -2.450
21 O 8.491 -1.035 -1.446
22 C 9.872 -1.008 -1.683
23 N 6.047 0.149 -0.564
24 H 5.769 0.707 -3.822
25 H 5.504 1.793 -2.511
26 H 4.315 0.403 -3.014
27 H 5.663 -1.184 -2.084
28 H 8.125 0.531 -2.741
29 H 7.821 -0.973 -3.373
30 H 10.212 -1.739 -2.417
31 H 10.374 -1.227 -0.740
32 H 10.322 -0.032 -1.865
33 H 6.092 1.157 -0.530
34 H 6.840 -0.205 -0.049
35 C 5.184 -0.845 4.112
36 C 6.455 -0.735 3.361
37 C 7.805 -0.920 4.164
38 O 7.925 0.168 5.036
39 C 9.288 0.018 5.533
40 N 6.338 -1.688 2.290
41 H 5.051 -1.815 4.592
42 H 4.290 -0.664 3.515
43 H 5.265 -0.116 4.918
44 H 6.366 0.242 2.886
45 H 8.552 -1.091 3.389
46 H 7.569 -1.874 4.634
47 H 9.329 -0.826 6.221
48 H 9.514 0.899 6.134
49 H 10.064 -0.105 4.778
50 H 5.786 -1.313 1.532
51 H 5.815 -2.493 2.607
52 C -3.063 5.025 6.779
53 C -1.988 5.525 5.833
54 C -0.955 6.372 6.485
55 O -1.540 7.384 7.289
56 C -1.614 8.627 6.711
57 N -1.322 4.400 5.149
58 H -3.559 5.738 7.437
59 H -2.625 4.180 7.309
60 H -3.903 4.677 6.177
61 H -2.396 6.225 5.103
62 H -0.372 6.888 5.722
63 H -0.288 5.713 7.040
64 H -1.949 8.507 5.681
65 H -0.628 9.089 6.662
66 H -2.321 9.328 7.156
67 H -0.940 3.695 5.764
68 H -2.028 3.861 4.668
69 C -8.296 -3.874 0.102
70 C -7.647 -3.154 -1.031
71 C -7.578 -1.593 -0.652
72 O -6.709 -1.376 0.492
73 C -7.253 -0.588 1.494
74 N -6.348 -3.652 -1.334
75 H -8.358 -4.926 -0.178
76 H -9.315 -3.510 0.228
77 H -7.756 -3.870 1.049
78 H -8.338 -3.202 -1.873
79 H -8.568 -1.140 -0.722
80 H -7.084 -1.048 -1.456
81 H -6.457 -0.460 2.228
82 H -8.064 -0.987 2.103
83 H -7.310 0.461 1.205
84 H -5.873 -3.561 -0.447
85 H -5.807 -3.026 -1.914
86 C -3.654 -1.121 -1.475
87 C -3.447 0.125 -0.644
88 C -3.695 1.479 -1.484
89 O -2.458 1.570 -2.319
90 C -1.448 2.432 -1.819
91 N -4.197 0.024 0.538
92 H -2.900 -1.224 -2.256
93 H -4.674 -1.160 -1.858
94 H -3.659 -2.042 -0.892
95 H -2.394 0.155 -0.365
96 H -3.763 2.357 -0.841
97 H -4.580 1.355 -2.109
98 H -0.508 2.348 -2.365
99 H -1.326 2.292 -0.745
100 H -1.739 3.470 -1.979
101 H -5.031 -0.535 0.426
102 H -3.733 -0.626 1.157
103 C 1.094 -0.015 -3.979
104 C 1.356 0.377 -5.435
105 C 2.804 1.129 -5.621
106 O 2.976 1.493 -6.951
107 C 4.268 1.707 -7.453
108 N 1.481 -0.845 -6.225
109 H 1.930 -0.604 -3.601
110 H 0.159 -0.538 -3.780
111 H 1.128 0.913 -3.409
112 H 0.663 0.995 -6.005
113 H 3.613 0.467 -5.312
114 H 2.794 2.072 -5.075
115 H 4.797 0.783 -7.688
116 H 4.931 2.312 -6.835
117 H 4.058 2.459 -8.214
118 H 1.859 -0.452 -7.076
119 H 0.515 -1.098 -6.374
120 C 1.886 3.907 -3.139
121 C 1.776 5.449 -2.750
122 C 1.596 6.452 -3.932
123 O 1.198 7.724 -3.456
124 C 2.253 8.702 -3.366
125 N 0.784 5.617 -1.726
126 H 1.890 3.299 -2.234
127 H 2.807 3.549 -3.600
128 H 1.036 3.584 -3.740
129 H 2.680 5.713 -2.202
130 H 0.876 5.972 -4.595
131 H 2.395 6.408 -4.672
132 H 2.036 9.751 -3.162
133 H 2.825 8.735 -4.293
134 H 2.902 8.598 -2.496
135 H 0.666 6.552 -1.364
136 H 1.190 5.123 -0.944
137 C -5.035 2.781 -5.786
138 C -3.953 1.854 -5.861
139 C -2.609 2.541 -6.234
140 O -2.585 2.653 -7.639
141 C -1.251 2.875 -8.174
142 N -3.902 1.269 -4.598
143 H -5.116 3.250 -6.766
144 H -5.135 3.499 -4.972
145 H -6.005 2.287 -5.723
146 H -4.097 1.035 -6.566
147 H -1.770 2.018 -5.775
148 H -2.604 3.530 -5.775
149 H -0.942 3.920 -8.148
150 H -1.259 2.604 -9.230
151 H -0.410 2.392 -7.675
152 H -4.807 0.998 -4.238
153 H -3.212 1.523 -3.905
154 C -0.554 -7.227 0.522
155 C -0.683 -6.648 -0.916
156 C -1.176 -5.198 -0.993
157 O -2.298 -5.030 -0.116
158 C -3.550 -5.487 -0.627
159 N 0.608 -6.924 -1.497
160 H 0.251 -6.705 1.039
161 H -0.332 -8.292 0.587
162 H -1.433 -7.032 1.136
163 H -1.301 -7.313 -1.520
164 H -1.397 -5.062 -2.051
165 H -0.451 -4.451 -0.669
166 H -3.555 -6.187 -1.462
167 H -4.115 -4.582 -0.849
168 H -4.100 -6.029 0.143
169 H 1.398 -6.683 -0.916
170 H 0.588 -7.926 -1.623
171 C 4.703 3.797 -0.711
172 C 4.625 4.084 0.779
173 C 3.108 3.955 1.364
174 O 2.299 5.022 0.796
175 C 0.968 5.001 1.281
176 N 5.474 3.030 1.428
177 H 5.731 3.570 -0.994
178 H 4.363 4.633 -1.322
179 H 4.106 2.942 -1.028
180 H 5.000 5.098 0.915
181 H 3.262 4.075 2.436
182 H 2.639 3.014 1.077
183 H 0.334 5.875 1.130
184 H 0.901 4.929 2.366
185 H 0.430 4.112 0.952
186 H 5.425 3.065 2.436
187 H 6.438 3.194 1.174
188 C 0.382 -1.569 -0.893
189 C 1.275 -0.479 -0.375
190 C 0.756 0.161 0.961
191 O -0.517 0.717 0.933
192 C -0.998 1.302 2.139
193 N 2.470 -1.257 -0.117
194 H 0.324 -2.450 -0.254
195 H 0.697 -1.848 -1.899
196 H -0.597 -1.141 -1.106
197 H 1.302 0.293 -1.144
198 H 1.476 0.834 1.426
199 H 0.733 -0.645 1.694
200 H -0.810 0.633 2.979
201 H -2.044 1.585 2.026
202 H -0.372 2.175 2.324
203 H 3.306 -0.690 -0.121
204 H 2.489 -1.762 -0.991
205 C 2.798 -4.226 4.105
206 C 1.868 -4.482 3.105
207 C 0.496 -3.723 3.096
208 O -0.413 -4.114 4.166
209 C -0.331 -3.339 5.389
210 N 2.567 -4.078 1.868
211 H 3.345 -3.285 4.154
212 H 3.529 -5.033 4.154
213 H 2.350 -4.322 5.094
214 H 1.545 -5.506 3.292
215 H -0.035 -4.164 2.252
216 H 0.604 -2.665 2.859
217 H -0.045 -2.313 5.157
218 H 0.369 -3.669 6.157
219 H -1.262 -3.488 5.936
220 H 2.165 -3.182 1.631
221 H 3.576 -4.045 1.832
222 C 1.578 1.715 4.838
223 C 1.258 1.208 6.260
224 C -0.198 0.515 6.393
225 O -1.122 1.599 6.413
226 C -2.448 1.113 6.705
227 N 2.394 0.343 6.663
228 H 1.693 0.917 4.104
229 H 2.469 2.333 4.725
230 H 0.784 2.249 4.317
231 H 1.378 2.043 6.950
232 H -0.422 -0.061 7.291
233 H -0.412 -0.170 5.573
234 H -2.790 0.486 5.881
235 H -3.118 1.972 6.711
236 H -2.655 0.514 7.592
237 H 3.296 0.797 6.692
238 H 2.200 0.038 7.606
239 C 2.436 -3.989 -4.443
240 C 3.183 -4.317 -3.152
241 C 4.594 -3.820 -3.150
242 O 5.483 -4.374 -4.137
243 C 6.716 -3.631 -4.155
244 N 2.535 -3.832 -1.879
245 H 2.940 -4.415 -5.310
246 H 2.311 -2.932 -4.676
247 H 1.408 -4.346 -4.503
248 H 3.236 -5.398 -3.018
249 H 5.074 -4.009 -2.189
250 H 4.377 -2.753 -3.175
251 H 7.374 -4.157 -4.846
252 H 7.192 -3.600 -3.175
253 H 6.601 -2.609 -4.516
254 H 1.668 -4.344 -1.801
255 H 2.949 -4.017 -0.976
256 C -3.728 -1.869 4.326
257 C -3.506 -3.080 3.407
258 C -4.751 -4.013 3.415
259 O -4.416 -5.334 2.844
260 C -3.698 -6.159 3.724
261 N -3.375 -2.604 2.065
262 H -2.782 -1.327 4.339
263 H -4.061 -2.201 5.309
264 H -4.418 -1.108 3.962
265 H -2.694 -3.709 3.772
266 H -5.586 -3.589 2.857
267 H -5.130 -4.192 4.421
268 H -3.434 -5.789 4.715
269 H -2.748 -6.474 3.292
270 H -4.243 -7.083 3.916
271 H -2.432 -2.259 1.955
272 H -3.456 -3.485 1.578
273 C -3.620 -1.999 -5.662
274 C -2.037 -1.996 -5.716
275 C -1.471 -3.370 -5.906
276 O -1.705 -4.312 -4.862
277 C -1.185 -5.644 -5.105
278 N -1.635 -1.013 -6.719
279 H -4.047 -1.035 -5.940
280 H -3.950 -2.187 -4.640
281 H -4.088 -2.730 -6.322
282 H -1.574 -1.625 -4.801
283 H -0.390 -3.249 -5.969
284 H -1.845 -3.813 -6.829
285 H -0.104 -5.677 -4.968
286 H -1.304 -6.022 -6.121
287 H -1.632 -6.419 -4.482
288 H -2.235 -1.225 -7.503
289 H -2.113 -0.164 -6.453

* HOMO level: -7.98 eV
* total charge: 0
* electronic energy: -133670.64520 eV
* gap between HOMO and LUMO: 8.500 eV

---

(2)
Molecular formula: C68H54FGeKO2P4
Method: DFT, ωB97M-V with the def2-TZVPD basis set

Positions of all 131 atoms, in Å:
1 K -0.167 0.858 -0.812
2 F -0.171 -5.162 0.272
3 Ge -0.164 -3.360 -0.114
4 C -2.194 -3.411 -0.212
5 C -2.765 -4.647 -0.487
6 C -4.126 -4.854 -0.362
7 C -4.948 -3.822 0.062
8 C -4.401 -2.582 0.311
9 C -3.030 -2.368 0.166
10 P -2.414 -0.651 0.219
11 C -3.146 0.008 1.743
12 C -3.393 -0.797 2.849
13 C -3.912 -0.243 4.006
14 C -4.174 1.115 4.072
15 C -3.887 1.931 2.989
16 C -3.360 1.382 1.834
17 C -3.633 -0.112 -1.044
18 C -3.377 -0.557 -2.338
19 C -4.303 -0.376 -3.346
20 C -5.506 0.256 -3.073
21 C -5.763 0.714 -1.793
22 C -4.836 0.532 -0.782
23 C 0.751 -2.913 1.625
24 C 0.505 -3.846 2.629
25 C 1.294 -3.907 3.760
26 C 2.369 -3.041 3.891
27 C 2.575 -2.074 2.934
28 C 1.753 -1.969 1.811
29 P 1.945 -0.424 0.783
30 C 3.727 -0.772 0.465
31 C 3.878 -1.957 -0.258
32 C 5.118 -2.435 -0.623
33 C 6.256 -1.722 -0.277
34 C 6.125 -0.544 0.433
35 C 4.876 -0.068 0.800
36 C 1.815 0.635 2.275
37 C 0.924 0.304 3.210
38 C 0.218 2.357 4.528
39 C 1.156 3.502 4.822
40 C 1.968 3.910 3.861
41 C 1.919 3.210 2.527
42 C 1.160 -3.632 -1.621
43 C 1.914 -4.797 -1.534
44 C 2.934 -5.058 -2.429
45 C 3.232 -4.142 -3.424
46 C 2.481 -2.987 -3.530
47 C 1.441 -2.728 -2.641
48 P 0.418 -1.236 -2.870
49 C 1.639 -0.172 -3.725
50 C 1.637 0.133 -5.081
51 C 2.580 1.003 -5.600
52 C 3.533 1.576 -4.777
53 C 3.563 1.247 -3.432
54 C 2.627 0.377 -2.912
55 C -0.602 -1.843 -4.261
56 C -0.783 -3.196 -4.531
57 C -1.578 -3.595 -5.591
58 C -2.198 -2.651 -6.391
59 C -2.061 -1.302 -6.101
60 C -1.286 -0.900 -5.029
61 H -2.133 -5.468 -0.788
62 H -4.546 -5.823 -0.587
63 H -6.010 -3.978 0.179
64 H -5.034 -1.759 0.616
65 H -3.177 -1.856 2.800
66 H -4.116 -0.874 4.858
67 H -4.591 1.543 4.972
68 H -4.061 2.997 3.045
69 H -3.110 2.020 0.993
70 H -2.454 -1.085 -2.544
71 H -4.094 -0.745 -4.339
72 H -6.243 0.382 -3.852
73 H -6.701 1.201 -1.571
74 H -5.065 0.884 0.213
75 H -0.310 -4.546 2.511
76 H 1.090 -4.643 4.522
77 H 3.027 -3.108 4.745
78 H 3.385 -1.366 3.050
79 H 2.993 -2.520 -0.521
80 H 5.193 -3.360 -1.174
81 H 7.234 -2.085 -0.555
82 H 7.005 0.020 0.711
83 H 4.833 0.855 1.352
84 H 0.211 -0.499 3.076
85 H -0.592 2.329 5.262
86 H 1.140 3.953 5.802
87 H 2.659 4.730 3.986
88 H 2.431 3.814 1.781
89 H 1.708 -5.511 -0.753
90 H 3.501 -5.973 -2.341
91 H 4.044 -4.323 -4.113
92 H 2.708 -2.267 -4.303
93 H 0.906 -0.305 -5.746
94 H 2.562 1.238 -6.656
95 H 4.251 2.273 -5.185
96 H 4.305 1.682 -2.779
97 H 2.654 0.141 -1.859
98 H -0.303 -3.942 -3.914
99 H -1.705 -4.648 -5.795
100 H -2.793 -2.966 -7.236
101 H -2.558 -0.564 -6.714
102 H -1.201 0.151 -4.776
103 O 2.011 1.978 -0.257
104 C 1.363 2.759 -0.986
105 O 0.778 2.445 -2.035
106 C 1.023 4.147 -0.419
107 P -0.369 3.623 0.663
108 C 0.457 3.058 2.188
109 C -0.342 2.603 3.153
110 C 0.971 0.979 4.555
111 C 2.425 1.166 4.903
112 C 3.247 1.581 3.955
113 C 2.685 1.830 2.578
114 C -1.001 5.249 1.252
115 C -1.545 6.087 0.279
116 C -2.186 7.261 0.631
117 C -2.329 7.596 1.969
118 C -1.787 6.774 2.943
119 C -1.122 5.613 2.589
120 H 0.645 4.790 -1.213
121 H 1.819 4.642 0.136
122 H -1.402 2.459 3.001
123 H 0.487 0.336 5.295
124 H 2.741 0.955 5.913
125 H 4.300 1.749 4.122
126 H 3.470 1.913 1.834
127 H -1.476 5.801 -0.763
128 H -2.590 7.909 -0.135
129 H -2.871 8.489 2.251
130 H -1.891 7.030 3.989
131 H -0.702 4.984 3.360

* HOMO level: -7.41 eV
* total charge: 0
* electronic energy: -188200.39915 eV
* gap between HOMO and LUMO: 7.763 eV